[1]
ORCA calculation (ωB97M-V/def2-TZVPD) on 8 unconnected molecules or ions with the total composition C18H40F13N15O8.

Last column: Mulliken charge in e.
Cartesian coordinates (Å):
N  4.274  0.383  2.503  -0.606
C  3.472  -0.647  1.839  -0.817
C  2.488  -0.030  0.827  -0.133
O  2.235  1.312  1.162  -0.235
C  1.258  1.922  0.337  -0.314
C  0.563  3.032  1.124  -0.852
C  -0.807  3.392  0.515  -0.798
C  -1.991  3.266  1.462  0.851
F  -2.932  4.217  1.198  -0.347
F  -1.626  3.446  2.756  -0.347
C  -2.718  1.886  1.428  0.617
F  -3.289  1.626  2.617  -0.355
F  -1.796  0.922  1.195  -0.252
C  -3.825  1.771  0.344  0.426
F  -3.329  2.286  -0.800  -0.207
F  -4.899  2.473  0.709  -0.295
C  -4.326  0.345  -0.074  0.561
F  -3.301  -0.339  -0.618  -0.282
F  -5.221  0.579  -1.052  -0.333
C  -5.047  -0.563  0.988  0.635
F  -6.069  -1.182  0.374  -0.311
F  -5.535  0.193  1.981  -0.267
C  -4.196  -1.705  1.615  0.666
F  -3.840  -2.583  0.673  -0.262
F  -4.950  -2.342  2.509  -0.298
F  -3.107  -1.250  2.214  -0.209
H  3.777  0.767  3.298  0.182
H  5.132  -0.017  2.869  0.222
H  2.910  -1.265  2.551  0.371
H  4.166  -1.302  1.306  0.354
H  2.894  -0.119  -0.193  0.110
H  1.543  -0.598  0.839  0.282
H  1.756  2.325  -0.553  0.265
H  0.524  1.176  -0.003  0.237
H  1.191  3.926  1.112  0.256
H  0.479  2.704  2.162  0.421
H  -0.990  2.759  -0.356  0.249
H  -0.822  4.415  0.131  0.662
N  5.846  2.590  1.139  -0.062
C  7.139  2.749  1.497  0.701
N  7.830  3.754  0.876  -0.363
O  7.698  2.038  2.330  -0.823
H  5.384  3.146  0.442  0.124
H  5.318  1.849  1.597  0.099
H  8.791  3.881  1.144  0.253
H  7.418  4.364  0.196  0.151
N  -5.933  -6.440  0.474  -0.257
C  -4.607  -6.708  0.300  0.501
N  -3.774  -5.639  0.515  -0.292
O  -4.187  -7.807  -0.014  -0.668
H  -6.305  -5.550  0.749  0.137
H  -6.581  -7.193  0.337  0.167
H  -2.790  -5.791  0.400  0.182
H  -4.105  -4.729  0.771  0.222
N  10.164  0.678  1.559  -0.285
C  11.270  1.473  1.522  0.594
N  12.425  0.850  1.108  -0.390
O  11.255  2.655  1.817  -0.635
H  10.187  -0.284  1.279  0.146
H  9.290  1.081  1.873  0.260
H  13.256  1.408  1.069  0.223
H  12.472  -0.120  0.862  0.152
N  -2.996  2.814  -3.870  -0.244
C  -2.202  3.900  -3.640  0.650
N  -2.459  4.991  -4.424  -0.422
O  -1.325  3.903  -2.792  -0.600
H  -3.715  2.788  -4.567  0.162
H  -2.823  1.994  -3.318  0.076
H  -1.893  5.805  -4.276  0.238
H  -3.174  5.011  -5.126  0.139
N  5.945  1.031  -2.167  -0.377
C  4.692  1.559  -2.306  0.626
N  4.193  1.589  -3.577  -0.443
O  4.065  1.974  -1.345  -0.539
H  6.489  0.683  -2.932  0.159
H  6.328  1.017  -1.237  0.207
H  3.270  1.962  -3.699  0.220
H  4.692  1.244  -4.374  0.147
N  -3.683  -0.962  -4.054  -0.339
C  -2.627  -1.083  -4.919  0.632
N  -2.937  -1.579  -6.155  -0.401
O  -1.496  -0.763  -4.605  -0.631
H  -4.625  -1.217  -4.280  0.173
H  -3.478  -0.625  -3.132  0.170
H  -2.183  -1.682  -6.808  0.239
H  -3.861  -1.857  -6.425  0.155
N  -7.036  -6.080  3.866  -0.336
C  -8.193  -6.261  3.166  0.667
N  -9.127  -7.051  3.774  -0.398
O  -8.387  -5.759  2.070  -0.642
H  -6.861  -6.498  4.760  0.165
H  -6.317  -5.526  3.440  0.183
H  -9.988  -7.203  3.282  0.225
H  -8.991  -7.479  4.670  0.155

## Properties
Total charge   0
Structure (SMILES)   NCCOCCCC(F)(F)C(F)(F)C(F)(F)C(F)(F)C(F)(F)C(F)(F)F.NC(N)=O.NC(N)=O.NC(N)=O.NC(N)=O.NC(N)=O.NC(N)=O.NC(N)=O
Orbital gap   9.2631 eV
Electronic energy   -93381.4281 eV

[2]
ORCA calculation (ωB97M-V/def2-TZVPD) on 2 unconnected molecules or ions with the total composition C2H8N2O2 in a non-equilibrium geometry.

Last column: Mulliken charge in e.
Cartesian coordinates (Å):
C  0.598  0.397  0.598  0.302
C  -0.897  0.017  -1.265  -0.756
N  -0.065  -0.504  -0.178  -0.218
N  -0.993  0.216  1.427  -0.586
O  1.631  -0.118  -1.187  -0.715
O  1.491  -0.045  1.490  -0.439
H  1.564  -1.004  1.367  0.353
H  2.248  -0.836  -0.988  0.233
H  0.664  1.454  0.381  0.423
H  -1.817  0.716  1.113  0.248
H  -1.130  -0.669  1.903  0.222
H  -1.916  -0.346  -1.130  0.335
H  -0.490  -0.386  -2.189  0.292
H  -0.888  1.108  -1.341  0.305

## Properties
Total charge   0
Orbital gap (spin up / spin down)   8.8246 / 8.8201 eV
Energy above the lowest of the compared OMol25 structures with the same formula, charge and spin   141.6 kcal per mole
Electronic energy   -9273.7722 eV

[3]
ORCA calculation (ωB97M-V/def2-TZVPD) on a single C4H10N2O molecule in a non-equilibrium geometry.

Last column: Mulliken charge in e.
Cartesian coordinates (Å):
C  -1.145  0.252  -2.321  -1.036
C  -0.982  -0.745  -1.176  0.586
O  -0.910  -1.942  -1.288  -0.588
N  -0.921  -0.109  0.067  -0.238
C  0.185  0.787  0.334  -0.626
C  1.303  0.002  1.093  -0.601
N  0.697  -0.677  2.243  -0.644
H  -0.267  0.407  -2.948  0.265
H  -1.405  1.207  -1.866  0.364
H  -1.961  0.021  -3.001  0.320
H  -0.998  -0.786  0.824  0.343
H  -0.036  1.618  1.008  0.320
H  0.648  1.120  -0.591  0.325
H  2.068  0.701  1.471  0.358
H  1.849  -0.662  0.429  0.399
H  1.418  -1.187  2.747  0.251
H  0.456  -0.008  2.973  0.202

## Properties
Total charge   0
Structure (SMILES)   CC(=O)NCCN
Orbital gap   10.1335 eV
Energy above the lowest of the compared OMol25 structures with the same formula, charge and spin   29.2 kcal per mole
Electronic energy   -9337.7227 eV

[4]
ORCA calculation (ωB97M-V/def2-TZVPD) on 2 unconnected molecules or ions with the total composition C12H29F3N3O4PS in a non-equilibrium geometry.

Last column: Mulliken charge in e.
Cartesian coordinates (Å):
C  -4.010  -1.036  1.626  -0.865
C  -2.969  -1.989  0.731  -0.535
N  -1.581  -1.472  1.029  -0.150
P  -0.405  -1.810  -0.257  0.765
C  1.105  -2.673  0.624  -0.837
N  0.601  -3.770  1.585  -0.562
C  -0.994  -3.070  -1.584  -0.614
N  -0.275  -4.424  -1.447  -0.601
O  0.246  -0.449  -1.094  -0.372
C  -0.342  0.836  -0.706  -0.429
C  0.669  1.733  0.282  0.395
C  2.167  1.120  0.061  -0.935
C  0.082  1.693  1.800  -0.460
C  1.178  1.746  3.010  0.160
C  1.894  0.269  3.334  -0.657
C  2.278  2.976  2.899  -1.135
H  -4.918  -1.639  2.056  0.333
H  -3.369  -0.626  2.542  0.229
H  -4.322  -0.112  0.970  0.262
H  -3.087  -3.069  1.167  0.319
H  -3.309  -1.863  -0.382  0.352
H  -1.239  -1.734  1.980  0.356
H  1.670  -1.900  1.325  0.268
H  1.838  -3.177  -0.140  0.435
H  0.297  -3.220  2.442  0.268
H  1.474  -4.303  1.853  0.298
H  -2.152  -3.224  -1.632  0.349
H  -0.676  -2.654  -2.657  0.340
H  -0.656  -5.072  -2.199  0.302
H  -0.523  -4.881  -0.539  0.227
H  -1.437  0.793  -0.298  0.221
H  -0.403  1.483  -1.708  0.267
H  0.713  2.873  -0.064  0.464
H  2.302  0.036  0.503  -0.008
H  3.029  1.840  0.469  0.267
H  2.381  1.048  -1.111  0.348
H  -0.631  0.781  2.017  -0.108
H  -0.604  2.662  1.927  0.301
H  0.558  1.983  4.004  0.492
H  2.889  0.122  2.700  0.229
H  2.074  0.131  4.482  0.380
H  1.095  -0.558  3.014  -0.139
H  2.135  3.602  1.909  0.278
H  2.081  3.744  3.790  0.281
H  3.392  2.621  3.024  0.261
C  -0.384  2.516  -5.995  0.567
F  0.222  1.285  -5.981  -0.234
F  -0.302  2.956  -7.292  -0.238
F  -1.715  2.277  -5.767  -0.239
S  0.365  3.711  -4.769  1.054
O  1.775  3.845  -5.161  -0.667
O  0.190  3.084  -3.452  -0.622
O  -0.396  4.958  -4.920  -0.661

## Properties
Total charge   0
Orbital gap   6.5827 eV
Energy above the lowest of the compared OMol25 structures with the same formula, charge and spin   160.4 kcal per mole
Electronic energy   -53844.1290 eV